Entry 1:
ORCA calculation (ωB97M-V/def2-TZVPD) on the ion C7H14N3 with charge +1 at a distorted geometry.

```
24
Properties=species:S:1:pos:R:3:forces:R:3:mulliken_charge:R:1
C -0.09587 2.22370 -0.33711 -1.209 0.344 -2.385 -1.05
C -1.01907 1.38395 0.46870 0.899 -1.863 1.647 -0.79
C -0.37414 0.00607 0.90027 -3.202 -1.934 -3.032 -0.16
C -1.37188 -1.12272 1.46506 1.621 0.449 -3.098 -1.13
N 0.28583 -0.79097 -0.41130 -0.226 2.152 2.967 0.37
N -0.29302 -0.60599 -1.59695 -0.402 0.590 -0.846 -0.31
C 0.58003 -0.97603 -2.57034 -0.565 0.677 1.163 -0.19
C 1.72781 -1.36801 -1.92172 -0.705 -0.162 -2.662 -0.84
C 1.54941 -1.24859 -0.59073 -2.789 0.582 -0.490 0.47
N 2.28841 -1.67166 0.40238 1.637 -1.650 0.537 -0.42
H -0.32934 2.14637 -1.42759 0.241 0.341 0.709 0.30
H 0.93242 2.02625 -0.25516 1.389 -0.564 0.460 0.30
H -0.24817 3.22391 -0.02081 0.007 1.163 -0.195 0.40
H -1.13372 1.94712 1.39943 -0.317 -0.528 0.262 0.43
H -2.03075 1.25191 0.07966 0.155 -0.050 -0.217 0.43
H 0.40673 0.13311 1.57416 1.597 0.263 0.936 0.48
H -1.65764 -0.77206 2.43476 -0.191 -0.569 0.771 0.43
H -2.30995 -1.25619 0.77460 1.904 0.205 1.307 0.26
H -0.61499 -1.99115 1.33500 -2.116 0.740 1.167 0.34
H -1.07068 0.06830 -1.58016 0.499 -0.765 -0.625 0.24
H 0.35236 -0.90823 -3.61425 -0.151 -0.006 -0.174 0.47
H 2.53795 -1.72774 -2.45969 1.511 -0.666 -0.489 0.46
H 3.18502 -2.04010 0.13601 0.137 -0.207 -0.086 0.28
H 2.39528 -1.01715 1.09765 0.277 1.459 2.372 0.22
```
Positions in Å, forces in eV/Å.

## Properties
- SMILES string: CC[C@@H](C)n1[nH]ccc1=[NH2+]
- LUMO energy: -2.92 eV
- Charge: +1

Entry 2:
ORCA calculation (ωB97M-V/def2-TZVPD) on the ion C7H14N3 with charge +1 at a distorted geometry.

```
24
Properties=species:S:1:pos:R:3:forces:R:3:mulliken_charge:R:1
C -2.00500 -1.59318 -1.14578 1.416 -0.126 -1.254 -0.93
N -0.97456 -1.11270 -0.23347 0.133 4.017 1.733 -0.13
C -1.34088 -0.13882 0.80064 -1.932 -0.138 0.232 -0.62
C -0.37470 1.08856 1.12811 -1.997 -0.541 -3.197 -0.47
N 1.01988 0.69275 0.74466 1.197 -2.154 3.294 0.07
C 1.72893 -0.38436 1.51470 0.727 -0.961 0.340 -0.17
C 2.39224 -1.18439 0.64073 -3.239 4.041 0.329 -0.63
N 2.10365 -0.72897 -0.65760 0.769 0.392 -1.103 -0.50
C 1.41319 0.33342 -0.63680 -0.622 -2.218 1.462 1.02
C 0.90506 1.19693 -1.61622 0.369 2.335 -2.803 -1.47
H -2.98868 -0.97356 -1.20678 2.176 -0.713 0.080 0.27
H -1.30855 -1.57172 -2.12868 -2.839 -0.782 1.439 0.33
H -2.26940 -2.57328 -0.71686 -0.272 -0.041 -1.245 0.33
H -0.33848 -1.72363 0.21284 0.128 -1.540 -0.330 0.20
H -1.52434 -0.67627 1.76442 0.302 0.516 -0.357 0.35
H -2.37361 0.22937 0.50945 1.304 0.104 0.507 0.40
H -0.46848 1.97326 0.39500 -0.747 -1.149 1.472 0.23
H -0.59905 1.37623 2.16886 1.116 0.040 -0.418 0.34
H 1.49344 1.49306 1.08306 1.431 1.460 -0.146 0.36
H 1.86012 -0.31398 2.60122 -0.497 0.069 -0.585 0.42
H 3.07130 -1.91851 0.84163 1.472 -1.948 0.349 0.51
H 0.74565 2.20760 -1.13986 1.518 -0.269 -1.031 0.39
H -0.13006 1.14944 -1.87011 -0.969 -1.414 -0.304 0.35
H 1.51832 1.04817 -2.58171 -0.945 1.021 1.535 0.34
```
Positions in Å, forces in eV/Å.

## Properties
- SMILES string: CNCC[N@H+]1C=CN=C1C
- LUMO energy: -4.05 eV
- Charge: +1

Kohn-Sham gap list, top to bottom, in eV: 10.6062; 8.2819
Energy above the lowest of the compared OMol25 structures with the same formula, charge and spin list, top to bottom, in kJ/mol: 235.2; 469.5
HOMO list, top to bottom, in eV: -13.52; -12.33